Record 1
{"formula": "C2H3N4", "method": "the ωB97M-V functional and the def2-TZVPD basis", "mol_weight_g_mol": 83.07, "homo_ev": -3.30, "e_above_lowest_ev": 2.0299, "homo_lumo_gap_ev": 7.58, "energy_ha": -296.97750, "spin_multiplicity": 1, "charge": -1, "symbols": ["C", "C", "N", "N", "N", "N", "H", "H", "H"], "xyz": [[0.09536, 0.01781, 0.11692], [-0.60333, 0.63746, -1.10021], [0.65568, -1.51223, 1.74168], [-0.19226, -1.60518, 0.86025], [1.03315, 0.44472, 0.83246], [1.38051, -0.45550, 1.78493], [-1.67115, 0.80863, -0.87898], [-0.05405, 1.52355, -1.21720], [-0.64391, 0.14073, -2.13984]], "forces_ev_per_angstrom": [[-2.1163, -4.7662, -0.2109], [-0.5906, -1.6862, 0.1217], [0.4440, -1.1142, 0.8063], [-1.5027, 3.3320, -3.4779], [0.3129, 0.7169, -0.4137], [2.0890, 1.4956, 1.7287], [0.4567, 0.2843, 0.0697], [0.2944, 1.7215, -0.4383], [0.6126, 0.0164, 1.8145]], "nbo_charge": [0.176, -0.662, -0.103, -0.365, -0.364, -0.295, 0.203, 0.212, 0.197]}



Record 2
{"formula": "C2H3N4", "method": "the ωB97M-V functional and the def2-TZVPD basis", "mol_weight_g_mol": 83.07, "homo_ev": -3.26, "e_above_lowest_ev": 1.5450, "homo_lumo_gap_ev": 7.34, "energy_ha": -296.99532, "spin_multiplicity": 1, "charge": -1, "symbols": ["C", "C", "N", "N", "N", "N", "H", "H", "H"], "xyz": [[1.99717, 0.41366, -0.40748], [0.94692, -0.07282, 0.35767], [-1.68688, 0.30871, 0.13116], [3.10514, 0.53119, -0.68237], [-2.70663, -0.05379, -0.31035], [-3.67094, -0.51343, -0.79117], [1.19046, 0.20174, 1.40256], [-0.07044, 0.26058, 0.06450], [0.89518, -1.07583, 0.23548]], "forces_ev_per_angstrom": [[2.4984, -0.2861, -0.0644], [-1.7126, 2.6852, 1.4879], [-0.7507, 0.8090, 0.5067], [0.5894, 0.8583, -1.1652], [-1.0394, -1.2974, -1.0110], [0.3514, 0.6283, 0.4437], [-0.4753, -0.2494, -0.4131], [0.5566, 0.1845, 0.3492], [-0.0178, -3.3323, -0.1337]], "nbo_charge": [0.321, -0.790, -0.599, -0.415, 0.192, -0.508, 0.230, 0.333, 0.235]}



Record 3
{"formula": "C2H3N4P", "method": "the ωB97M-V functional and the def2-TZVPD basis", "mol_weight_g_mol": 114.05, "homo_ev": -9.12, "e_above_lowest_ev": 0.7874, "homo_lumo_gap_ev": 8.19, "energy_ha": -638.23173, "spin_multiplicity": 1, "symbols": ["C", "N", "N", "N", "N", "P", "C", "H", "H", "H"], "xyz": [[-0.65205, 0.58744, -0.61348], [0.25652, 1.45626, -0.72793], [1.18080, 1.39160, 0.33054], [1.78025, 0.40415, 0.62709], [1.70023, -0.87018, -0.04079], [0.47886, -1.79568, -0.20160], [-0.82623, -0.49128, 0.36420], [-1.24897, 0.49708, -1.55290], [-0.84346, -0.28249, 1.50826], [-1.82596, -0.89689, 0.30662]], "forces_ev_per_angstrom": [[-0.9568, -0.5206, -2.0277], [1.2231, -0.5216, 0.5940], [-1.5642, 3.2472, -0.4772], [1.7163, -3.7699, 0.4675], [1.3241, 1.7968, 0.0934], [-1.4100, 0.6379, 0.5679], [-0.8666, -1.0111, 2.3585], [-0.1124, 0.2768, 0.9478], [1.0408, 0.1215, -1.8896], [-0.3944, -0.2569, -0.6347]], "nbo_charge": [0.088, -0.265, -0.014, 0.010, -0.730, 1.052, -0.859, 0.199, 0.275, 0.245]}



Record 4
{"formula": "C2H3N5O", "method": "the ωB97M-V functional and the def2-TZVPD basis", "mol_weight_g_mol": 113.08, "homo_ev": -9.69, "e_above_lowest_ev": 2.7600, "homo_lumo_gap_ev": 9.24, "energy_ha": -426.95620, "spin_multiplicity": 1, "symbols": ["H", "N", "C", "N", "N", "N", "C", "O", "N", "H", "H"], "xyz": [[2.74442, -0.99112, -0.83798], [1.96849, -0.37671, -0.56804], [1.13143, -0.96044, 0.19227], [-0.02155, -0.21921, 0.56784], [-1.13465, -0.79967, 0.94067], [-2.10604, 0.02592, 0.70644], [-1.62006, 1.08787, -0.15845], [-2.24005, 1.95786, -0.76532], [-0.23611, 0.96055, -0.02622], [0.95570, -1.94488, 0.54893], [0.55842, 1.25982, -0.60014]], "forces_ev_per_angstrom": [[-0.3376, 0.2359, 0.2031], [-0.1484, -1.0867, 0.7704], [-0.7733, 1.5565, -0.8316], [2.1314, -0.6616, -0.5279], [-1.6271, 1.6721, 0.2204], [0.3260, -1.0308, -0.8760], [-0.5619, 1.7643, 0.0589], [1.1335, -2.0020, 1.2935], [-0.2326, 0.5617, -0.6208], [0.7601, -1.1297, 0.2750], [-0.6701, 0.1205, 0.0351]], "nbo_charge": [0.376, -0.660, 0.268, -0.066, 0.041, -0.275, 0.681, -0.574, -0.446, 0.201, 0.454]}



Record 5
{"formula": "C2H3N5O", "method": "the ωB97M-V functional and the def2-TZVPD basis", "mol_weight_g_mol": 113.08, "homo_ev": -8.33, "e_above_lowest_ev": 4.9171, "homo_lumo_gap_ev": 7.32, "energy_ha": -426.87692, "spin_multiplicity": 1, "symbols": ["N", "N", "C", "N", "C", "N", "N", "O", "H", "H", "H"], "xyz": [[2.30186, -0.65049, -0.20871], [1.10323, -1.11873, 0.18571], [0.06695, -0.38986, 0.01488], [-1.04409, -0.64192, 0.80048], [-1.97794, 0.18652, 0.65095], [-2.03980, 1.26757, -0.34504], [-1.08262, 1.43502, -1.17082], [0.11968, 0.67013, -0.94786], [2.45828, 0.34582, -0.25063], [2.98714, -1.35867, 0.07725], [-2.89267, 0.25461, 1.19379]], "forces_ev_per_angstrom": [[0.3978, -1.7685, -0.7252], [-1.0911, 1.2007, 1.0617], [1.1665, -0.4942, -0.7212], [-0.2331, 0.2012, -0.7317], [-0.1791, 1.6101, -1.0787], [2.9306, -0.3069, -2.3804], [-1.9729, -0.7260, 3.1006], [-0.9441, -0.3343, 1.0188], [0.2421, -0.2298, 0.0110], [0.0013, 1.4786, -0.2602], [-0.3181, -0.6309, 0.7053]], "nbo_charge": [-0.649, -0.240, 0.490, -0.354, 0.190, -0.225, 0.217, -0.397, 0.381, 0.391, 0.198]}



Record 6
{"formula": "C2H3N5O", "method": "the ωB97M-V functional and the def2-TZVPD basis", "mol_weight_g_mol": 113.08, "homo_ev": -10.27, "e_above_lowest_ev": 0.4617, "homo_lumo_gap_ev": 11.03, "energy_ha": -427.04065, "spin_multiplicity": 1, "symbols": ["N", "C", "N", "C", "N", "O", "H", "H", "H", "N", "N"], "xyz": [[-1.95807, 0.02899, -1.65452], [-0.71391, 0.19944, -1.52400], [0.51445, 0.20591, -1.29015], [0.88445, -0.49092, -0.12600], [2.22075, -0.34927, 0.36155], [0.09756, -1.14063, 0.58553], [-2.52602, 0.62791, -1.04049], [2.77491, 0.09671, -0.26168], [2.54810, -0.72296, 1.34290], [-1.82192, 0.57162, 2.33398], [-2.02030, 0.97319, 1.27287]], "forces_ev_per_angstrom": [[3.9901, 0.9422, 0.1987], [-2.7243, -1.0582, 0.8950], [-0.8603, 0.3658, -0.8084], [0.4502, -2.0462, 4.7529], [-3.4445, -1.8902, 1.9969], [1.0004, 1.1467, -1.8231], [0.2792, -0.1667, -0.4835], [2.6636, 1.5985, -1.6288], [-1.3100, 1.0397, -3.2518], [-1.4102, 2.8617, -7.4666], [1.3658, -2.7934, 7.6187]], "nbo_charge": [-0.667, 0.743, -0.614, 0.764, -0.836, -0.631, 0.418, 0.384, 0.437, 0.046, -0.044]}



Record 7
{"formula": "C2H3N5O", "method": "the ωB97M-V functional and the def2-TZVPD basis", "mol_weight_g_mol": 113.08, "homo_ev": -9.23, "e_above_lowest_ev": 6.7778, "homo_lumo_gap_ev": 9.45, "energy_ha": -426.80854, "spin_multiplicity": 1, "symbols": ["N", "N", "C", "C", "N", "N", "O", "N", "H", "H", "H"], "xyz": [[-2.47211, 0.16399, 1.02355], [-1.15002, -0.02809, 0.92707], [-0.43861, -0.34686, -0.09790], [1.06862, -0.20707, -0.35973], [1.81613, -0.21624, -1.65228], [2.94812, -0.07621, -1.18899], [3.09669, 0.30068, 0.15037], [1.93769, 0.15863, 0.61052], [-2.99965, 0.44234, 1.77821], [-2.85510, -0.04385, 0.04313], [-0.95176, -0.14733, -1.23395]], "forces_ev_per_angstrom": [[2.3636, -2.2687, -7.3436], [1.9339, 0.0186, 2.1699], [-2.0356, 2.4704, -3.9574], [0.4168, 1.4716, 2.7128], [-1.3694, -0.9417, 5.3554], [4.7821, 1.4149, -4.3182], [0.2913, -1.4173, -2.9800], [-6.2428, -0.8956, 1.2969], [-0.4139, 0.5182, 2.0452], [-0.5773, 0.7947, 2.3135], [0.8512, -1.1652, 2.7055]], "nbo_charge": [-0.595, -0.162, -0.062, 0.170, -0.149, 0.083, -0.097, -0.073, 0.406, 0.353, 0.126]}



Record 8
{"formula": "C2H3N5O6", "method": "the ωB97M-V functional and the def2-TZVPD basis", "mol_weight_g_mol": 193.07, "homo_ev": -9.98, "homo_lumo_gap_ev": 9.65, "energy_ha": -802.78996, "spin_multiplicity": 1, "symbols": ["O", "N", "O", "O", "N", "O", "O", "O", "N", "N", "C", "C", "N", "H", "H", "H"], "xyz": [[-2.41233, -4.18965, 2.29231], [-1.32412, -4.23585, 2.50844], [-0.60605, -4.39551, 3.33221], [-0.34363, -3.96640, 1.18792], [-0.68093, -3.80942, -0.13337], [-0.03678, -3.01731, -0.70449], [-1.61614, -4.44021, -0.50785], [-1.35063, -1.31449, 2.37666], [-0.76318, -0.62130, 1.58278], [-1.08904, -0.58823, 0.38913], [-0.17396, 0.10301, -0.33784], [0.67529, 0.71156, 0.71702], [0.30789, 0.32968, 1.91618], [-0.70955, 0.83929, -0.99726], [0.27588, -0.57603, -1.06409], [1.24604, 1.49937, 0.59837]], "forces_ev_per_angstrom": [[-5.5528, 0.2818, -1.2606], [0.7229, 0.5643, -3.9487], [4.2907, -0.8125, 4.6496], [1.7985, 0.2100, 0.4497], [-2.0547, -0.5647, 1.9931], [1.7083, 1.1887, -1.2945], [-0.8301, -0.7998, -0.6996], [0.3135, -0.1159, 2.0193], [-0.5011, 0.2233, -0.4377], [-2.1518, -2.1757, -0.5499], [0.4381, 1.9581, -1.6456], [-3.5920, -3.4244, 2.4865], [0.7630, 0.1410, -2.0588], [0.6462, -0.1337, 0.6591], [0.5854, -0.0226, 0.0998], [3.4159, 3.4821, -0.4618]], "nbo_charge": [-0.186, 0.815, -0.185, -0.458, 0.739, -0.356, -0.369, -0.437, 0.426, -0.235, -0.360, 0.120, -0.243, 0.252, 0.279, 0.199]}



Record 9
{"formula": "C2H3N6O5", "method": "the ωB97M-V functional and the def2-TZVPD basis", "mol_weight_g_mol": 191.08, "homo_ev": [-13.75, -13.75], "e_above_lowest_ev": 0.8626, "homo_lumo_gap_ev": [7.64, 7.64], "energy_ha": -781.97998, "spin_multiplicity": 1, "charge": 1, "symbols": ["C", "C", "N", "N", "N", "N", "N", "N", "O", "O", "O", "O", "O", "H", "H", "H"], "xyz": [[3.47755, -0.38298, -1.32634], [-0.13624, -0.99201, -0.26116], [2.41070, -0.00685, -0.86605], [1.98176, 0.82624, 0.02138], [0.86457, 1.15334, 0.18184], [0.12388, -1.82345, 0.74666], [-1.13657, -1.17851, -1.07185], [0.18286, 2.00906, 0.61590], [4.25400, -0.98987, -1.85455], [-0.56083, -2.55822, 1.38965], [1.38197, -1.64758, 1.19282], [-1.59649, -2.22826, -1.53469], [-1.43263, -0.11788, -1.73523], [1.60101, -2.23830, 1.90062], [-1.85557, -0.29726, -2.58858], [-0.49536, 2.32131, 1.35523]], "forces_ev_per_angstrom": [[-2.6104, 1.0611, 1.9178], [1.5115, 1.2917, 1.6160], [-1.1179, -0.6686, -0.9521], [3.2306, 0.6174, -0.0992], [-2.5881, 0.7936, 2.0590], [-0.4450, -0.4242, 0.3431], [-0.5380, -4.3412, -2.2386], [-0.3779, 1.2760, -0.6233], [2.9671, -1.3783, -1.7013], [-0.9689, -0.6549, -0.0084], [1.3419, 1.6487, -1.3147], [0.1715, 0.3846, 1.2877], [-0.5587, 4.1059, -0.6369], [-0.5013, -1.1686, 0.9966], [-0.2496, -0.8749, 0.1051], [0.7333, -1.6684, -0.7508]], "nbo_charge": [0.909, -0.097, -0.403, 0.087, 0.349, 0.434, 0.411, -0.262, -0.351, -0.283, -0.510, -0.336, -0.470, 0.517, 0.525, 0.481]}



Record 10
{"formula": "C2H3NO", "method": "the ωB97M-V functional and the def2-TZVPD basis", "mol_weight_g_mol": 57.05, "homo_ev": -10.10, "e_above_lowest_ev": 3.6490, "homo_lumo_gap_ev": 10.33, "energy_ha": -207.86357, "spin_multiplicity": 1, "symbols": ["O", "C", "C", "N", "H", "H", "H"], "xyz": [[-2.97996, -0.15741, 0.09906], [-1.54603, -0.03338, -0.16816], [-0.18804, -0.51329, -0.09122], [-0.57527, 0.94990, -0.19538], [0.03271, -0.89368, 0.91929], [0.59250, -0.87666, -0.75564], [-0.60650, 1.51880, 0.54907]], "forces_ev_per_angstrom": [[9.7795, 0.6726, -1.9115], [-8.2889, 0.5644, 0.9848], [0.8684, -0.3272, 1.6605], [-1.6560, -3.9845, -3.2321], [-0.1208, 0.1658, -0.2357], [-0.8107, 0.1387, -0.6847], [0.2285, 2.7702, 3.4187]], "nbo_charge": [-0.588, 0.652, -0.328, -0.565, 0.210, 0.238, 0.381]}